[1]
{
  "formula": "C3H3I2N",
  "method": "the ωB97M-V functional and the def2-TZVPD basis",
  "e_homo_ev": -8.1,
  "max_force_ev_per_a": 4.2,
  "energy_ev": -20846.4167,
  "e_above_lowest_kj_mol": 353.0,
  "species": ["C", "C", "C", "N", "I", "I", "H", "H", "H"],
  "coordinates": [[1.0706, 1.6182, -0.1314], [-1.4408, -0.7913, -0.5851], [-2.5700, 0.1373, -1.0816], [1.1195, 0.6421, 0.4261], [-3.4061, -1.6461, 0.0771], [-2.7506, 1.9022, -0.0219], [-0.9722, -1.4496, -1.2479], [-0.8340, -0.5225, 0.3166], [0.7115, 2.4847, -0.6392]],
  "mulliken_charge": [0.0919, -0.6597, -0.3617, -0.3800, 0.1762, 0.0160, 0.3566, 0.4841, 0.2766]
}

***

[2]
{
  "formula": "C9H18F9NbO6S",
  "method": "the ωB97M-V functional and the def2-TZVPD basis",
  "e_homo_ev": -7.1,
  "max_force_ev_per_a": 7.7,
  "energy_ev": -58734.4853,
  "species": ["O", "S", "O", "C", "F", "F", "C", "F", "F", "C", "F", "F", "C", "F", "F", "F", "Nb", "O", "C", "C", "O", "C", "C", "C", "O", "H", "H", "H", "H", "H", "H", "H", "H", "H", "H", "H", "H", "H", "H", "H", "O", "H", "H", "H"],
  "coordinates": [[-0.4968, 0.6518, 3.2643], [0.1475, 0.3603, 1.8530], [0.2471, -1.1849, 1.7546], [1.7848, 1.2659, 1.7999], [1.5959, 2.4727, 0.9628], [2.0375, 1.7750, 3.2000], [3.0843, 0.3450, 1.4169], [4.3021, 1.1937, 1.6993], [3.1388, -0.7713, 2.3878], [3.1946, -0.0921, -0.1580], [3.1393, 1.0784, -1.1119], [2.0687, -0.9929, -0.6078], [4.5809, -0.9018, -0.5499], [4.9698, -1.9537, 0.4168], [4.3289, -1.6188, -1.8560], [5.7162, 0.0558, -0.8279], [-1.5643, 1.2655, 0.1821], [-1.2960, 3.2434, 0.8742], [-3.2453, 2.0238, -1.1888], [-2.7428, 3.1216, -2.2969], [-1.3405, 3.5459, -2.1683], [-2.1568, -0.8709, -0.4921], [-3.5206, -1.3690, 0.2734], [-4.5604, -2.2286, -0.6653], [-3.9330, -2.9039, -1.8156], [-0.2985, 1.4038, -1.1024], [-2.8186, 1.0623, 1.5201], [-2.1725, 3.5866, 1.2574], [-4.0851, 2.5119, -0.4951], [-3.7936, 1.1360, -1.7687], [-2.9378, 2.7030, -3.3950], [-3.4004, 4.1083, -2.1665], [-1.2384, 4.3172, -1.5158], [-2.4210, -0.7561, -1.6425], [-1.2541, -1.6134, -0.4294], [-3.2349, -2.0373, 1.2204], [-4.1567, -0.4628, 0.7187], [-5.3875, -1.4681, -1.0464], [-5.1184, -2.9907, 0.0371], [-4.0126, -2.2251, -2.5703], [6.9223, -4.1657, 1.1901], [6.4706, -4.7286, 0.5110], [6.9588, -4.6194, 2.0704], [6.4984, -3.2726, 1.2603]],
  "mulliken_charge": [-0.7139, 1.0223, -0.5801, 0.3792, -0.2440, -0.2764, 0.4316, -0.3031, -0.2463, 0.6074, -0.2316, -0.2252, 0.5364, -0.2994, -0.2374, -0.2183, -0.4354, -0.7996, -0.4704, -0.2389, -0.5033, -0.5228, -0.0280, -0.5036, -0.5209, 0.1930, 0.1477, 0.2856, 0.2600, 0.1969, 0.2089, 0.1996, 0.3085, 0.2094, 0.3884, 0.2823, 0.1051, 0.1939, 0.2777, 0.3315, -0.3824, 0.4595, 0.4764, 0.4797]
}

***

[3]
{
  "formula": "C16H16B2N4O6S2Sc",
  "method": "the ωB97M-V functional and the def2-TZVPD basis",
  "e_homo_ev": -5.4,
  "charge": -1,
  "max_force_ev_per_a": 1.3,
  "energy_ev": -78831.2782,
  "e_above_lowest_kj_mol": 0.0,
  "species": ["Sc", "O", "C", "O", "C", "O", "O", "C", "N", "C", "C", "N", "B", "N", "C", "C", "N", "C", "C", "S", "C", "S", "H", "H", "H", "H", "H", "H", "H", "H", "H", "H", "H", "H", "O", "B", "O", "C", "C", "C", "C", "C", "C", "H", "H", "H", "H"],
  "coordinates": [[0.3295, 0.3674, -0.0991], [1.2663, 0.3566, 3.8139], [1.2454, 0.3426, 2.6110], [0.2761, 0.7840, 1.8437], [2.4295, -0.2171, 1.7485], [3.4985, -0.4849, 2.2226], [2.0841, -0.3130, 0.4767], [-2.3880, 1.8213, 2.8866], [-3.0788, 1.0323, 1.8749], [-4.0359, 0.0677, 2.1254], [-4.3984, -0.4323, 0.9272], [-3.6752, 0.2196, -0.0493], [-3.7954, -0.0884, -1.5607], [-2.7354, -1.1883, -2.0317], [-2.7344, -1.5504, -3.3624], [-1.6828, -2.3622, -3.5903], [-1.0375, -2.5060, -2.3813], [0.1923, -3.2466, -2.1543], [-1.6960, -1.7874, -1.4307], [-1.2080, -1.7803, 0.2340], [-2.8597, 1.1163, 0.5436], [-1.7382, 2.1970, -0.1936], [-2.9287, 1.7139, 3.8243], [-2.3758, 2.8644, 2.5814], [-1.3628, 1.4810, 2.9999], [-4.3511, -0.1811, 3.1247], [-5.1059, -1.2046, 0.6786], [-3.5727, 0.9054, -2.2008], [-4.9022, -0.5533, -1.7656], [-3.4748, -1.1629, -4.0421], [-1.3203, -2.8183, -4.4961], [0.5353, -3.6326, -3.1114], [0.0235, -4.0678, -1.4607], [0.9512, -2.5922, -1.7353], [-0.4555, 0.7449, -3.3349], [0.6005, 0.2599, -2.5049], [1.5374, -0.3618, -3.3854], [1.0465, -0.2632, -4.6538], [1.5861, -0.7284, -5.8325], [0.8573, -0.4927, -7.0021], [-0.3558, 0.1882, -6.9696], [-0.8884, 0.6590, -5.7663], [-0.1629, 0.4142, -4.6225], [2.5329, -1.2542, -5.8470], [1.2467, -0.8438, -7.9506], [-0.8940, 0.3584, -7.8941], [-1.8340, 1.1860, -5.7201]],
  "mulliken_charge": [0.1221, -0.6243, 0.6840, -0.4513, 0.4492, -0.6136, -0.5684, -0.7611, 0.3165, -0.3739, -0.5319, -0.0071, 0.2520, 0.4280, -0.8880, -0.2767, 0.3734, -0.8464, -0.1698, -0.4288, -0.0942, -0.4681, 0.3294, 0.3204, 0.2408, 0.4065, 0.4561, -0.0933, -0.2195, 0.4797, 0.4656, 0.3218, 0.3167, 0.2976, -0.3151, 0.5004, -0.3639, 0.7915, -0.9283, -0.4500, -0.5494, -0.7701, 0.5163, 0.4577, 0.3763, 0.3819, 0.5092]
}

***

[4]
{
  "formula": "C5H13NO",
  "method": "the ωB97M-V functional and the def2-TZVPD basis",
  "e_homo_ev": -8.6,
  "max_force_ev_per_a": 3.2,
  "energy_ev": -8931.9742,
  "e_above_lowest_kj_mol": 196.5,
  "species": ["C", "O", "C", "H", "H", "H", "H", "H", "C", "C", "C", "N", "H", "H", "H", "H", "H", "H", "H", "H"],
  "coordinates": [[-0.7538, -1.9190, -0.7134], [-1.3922, -0.6737, -0.9829], [-0.6443, -2.2291, 0.7801], [0.2792, -1.9163, -1.1399], [-1.3457, -2.7271, -1.1923], [0.0430, -1.5280, 1.3070], [-0.2239, -3.2188, 0.9239], [-1.6536, -2.2140, 1.2514], [0.7830, 1.5345, -1.3224], [0.6389, 1.4375, 0.1514], [1.6677, 1.5972, 1.0223], [-0.7109, 1.1386, 0.5827], [1.7229, 2.0659, -1.6131], [0.8028, 0.5223, -1.7399], [-0.0671, 2.0122, -1.7549], [1.4727, 1.4815, 2.0932], [2.6613, 1.8455, 0.6951], [-1.0914, 0.1525, -0.2207], [-1.3856, 1.8302, 0.3643], [-0.8030, 0.8083, 1.5080]],
  "mulliken_charge": [-0.1942, -0.7050, -0.9789, 0.1780, 0.3103, 0.2168, 0.3808, 0.2455, -1.1040, 0.7617, -1.0142, -0.3888, 0.3750, 0.2020, 0.3056, 0.2366, 0.2967, 0.2730, 0.3041, 0.2991]
}

***

[5]
{
  "formula": "C3H7NO2",
  "method": "the ωB97M-V functional and the def2-TZVPD basis",
  "e_homo_ev": -10.0,
  "max_force_ev_per_a": 0.5,
  "smiles": "C/N=C1\\O[C@H]1O.[H][H]",
  "energy_ev": -8806.5407,
  "e_above_lowest_kj_mol": 384.8,
  "species": ["C", "N", "C", "O", "C", "O", "H", "H", "H", "H", "H", "H", "H"],
  "coordinates": [[2.1015, 0.1613, -0.0206], [0.7969, -0.4611, -0.0617], [-0.1396, 0.0338, 0.6019], [-0.4499, 1.0953, 1.3440], [-1.5542, 0.1415, 0.8137], [-2.4016, 0.5410, -0.1580], [2.3438, 0.5464, -1.0181], [2.1724, 0.9785, 0.7048], [2.8332, -0.6140, 0.2182], [-0.4786, -1.1557, -1.4693], [-2.0826, -0.2562, 1.6710], [-1.1581, -1.4442, -1.5994], [-1.9833, 0.4334, -1.0265]],
  "mulliken_charge": [-0.8159, -0.5196, 0.6744, -0.4259, 0.0175, -0.4375, 0.2901, 0.3014, 0.2754, -0.2491, 0.3383, 0.2332, 0.3177]
}

***

[6]
{
  "formula": "C4H11NS",
  "method": "the ωB97M-V functional and the def2-TZVPD basis",
  "e_homo_ev": -8.6,
  "max_force_ev_per_a": 0.7,
  "smiles": "C=NC.CSC",
  "energy_ev": -16650.3543,
  "e_above_lowest_kj_mol": 138.8,
  "species": ["C", "S", "C", "H", "H", "H", "H", "H", "H", "C", "C", "N", "H", "H", "H", "H", "H"],
  "coordinates": [[-2.1529, 2.4510, 0.8572], [-0.8460, 1.8156, -0.2329], [0.6291, 2.6240, 0.3941], [-2.3130, 1.7420, 1.6628], [-3.0491, 2.5325, 0.2497], [-1.9423, 3.4762, 1.1655], [0.5316, 2.9806, 1.4186], [1.4335, 1.8902, 0.3959], [0.9177, 3.4891, -0.2003], [2.1742, -3.0351, -0.8671], [0.0654, -3.0578, 0.1280], [1.1355, -3.6727, -0.0867], [3.1286, -3.4938, -0.6381], [2.2179, -1.9643, -0.6428], [2.0600, -3.1514, -1.9519], [-0.6354, -3.4530, 0.8606], [-0.1609, -2.0832, -0.3251]],
  "mulliken_charge": [-0.8196, -0.0801, -0.7844, 0.2492, 0.3069, 0.2989, 0.2833, 0.2661, 0.2765, -0.6387, -0.1476, -0.4171, 0.2657, 0.2317, 0.2711, 0.2610, 0.1773]
}

***

[7]
{
  "formula": "C13H16N6O4",
  "method": "the ωB97M-V functional and the def2-TZVPD basis",
  "e_homo_ev": -8.4,
  "max_force_ev_per_a": 13.9,
  "smiles": "COc1ccccc1Nc1nc(NCCO)nc(N)c1[N+](=O)[O-]",
  "energy_ev": -30858.2869,
  "e_above_lowest_kj_mol": 1195.6,
  "species": ["C", "H", "O", "C", "C", "C", "C", "C", "C", "N", "C", "N", "C", "N", "C", "N", "H", "H", "C", "N", "O", "O", "N", "H", "C", "H", "H", "C", "O", "H", "H", "H", "H", "H", "H", "H", "H", "H", "H"],
  "coordinates": [[3.3370, -0.2590, -3.3401], [2.8429, 0.0918, -4.3444], [2.1939, -0.0235, -2.3810], [2.5251, -0.2930, -1.1765], [3.6363, -0.9908, -0.8738], [3.8784, -1.1698, 0.6708], [2.9787, -0.6410, 1.5765], [1.6875, -0.2348, 1.0535], [1.5860, 0.0102, -0.2878], [0.4808, 0.8560, -0.8522], [-0.7088, 0.8452, -0.1954], [-1.0589, 0.1132, 0.7302], [-2.3799, 0.4524, 0.9643], [-3.3078, 1.1992, 0.7447], [-3.0131, 1.8145, -0.5295], [-3.8386, 2.7517, -0.9046], [-4.8289, 2.8130, -0.5736], [-3.6883, 3.2883, -1.7781], [-1.8132, 1.7502, -0.9830], [-1.3024, 2.5690, -2.0876], [-0.2336, 2.3071, -2.7644], [-2.0523, 3.2888, -2.5428], [-2.7044, -0.2851, 2.3962], [-3.5749, -0.1061, 2.6525], [-1.9901, -1.4985, 2.9592], [-0.9910, -0.7627, 3.1815], [-2.3518, -1.3479, 3.7588], [-1.7303, -2.6139, 2.2669], [-0.4402, -2.3601, 1.3233], [-0.5568, -1.4577, 0.9060], [-1.5039, -3.4416, 2.8926], [-2.5892, -2.8308, 1.4909], [0.6735, 1.2474, -1.6813], [0.9879, 0.2828, 1.6656], [2.9569, -0.9604, 2.5942], [4.6017, -1.8417, 1.2739], [4.3767, -1.4498, -1.4010], [4.3974, 0.3296, -2.9892], [3.5175, -1.4423, -3.4151]],
  "mulliken_charge": [-0.8272, 0.2621, -0.3635, 1.4415, -0.7822, -0.3911, -1.0530, -0.4946, -0.1448, -0.1674, 0.7785, -0.2256, 0.1008, -0.5168, 0.5587, -0.4054, 0.2471, 0.2546, -0.4836, 1.0702, -0.7218, -0.7732, -0.2315, 0.1541, -0.8801, 0.2397, 1.0749, -0.6967, -0.6495, 0.5262, 0.3213, 0.1656, 0.4274, 0.4600, 0.3657, 0.2140, 0.5036, 0.3326, 0.3097]
}

***

[8]
{
  "formula": "C3H3Cl2NO",
  "method": "the ωB97M-V functional and the def2-TZVPD basis",
  "e_homo_ev": -10.5,
  "max_force_ev_per_a": 2.7,
  "smiles": "ClC1(Cl)CC=NO1",
  "energy_ev": -31739.8540,
  "e_above_lowest_kj_mol": 178.2,
  "species": ["C", "C", "C", "N", "O", "Cl", "Cl", "H", "H", "H"],
  "coordinates": [[0.3065, -0.4216, 0.9623], [-0.4811, -0.2856, -0.3006], [-1.5151, -1.4028, -0.0478], [-0.0846, -1.3643, 1.7188], [-1.2262, -1.9641, 1.2038], [-3.1968, -0.7123, 0.0466], [-1.3748, -2.6132, -1.3579], [1.1236, 0.0624, 1.3605], [-1.1408, 0.6518, -0.4702], [-0.0100, -0.5548, -1.3434]],
  "mulliken_charge": [-0.3049, -0.5798, 0.5489, -0.2589, -0.1653, -0.1839, -0.1775, 0.4892, 0.3112, 0.3211]
}